1.
Entry from the Open Molecules 2025 dataset: 2 unconnected molecules or ions with the total composition C26H30BF3O3S (ωB97M-V/def2-TZVPD).

Structure (ORCA input):
```
! wB97M-V def2-TZVPD RIJCOSX def2/J DEFGRID3
* xyz 0 1
C 1.64 1.51 0.29
O 0.60 0.67 0.84
C 0.50 -0.74 0.60
C 0.18 -1.02 -0.89
C -0.39 -2.26 -1.21
C -0.24 -2.74 -2.51
C 0.35 -1.94 -3.49
C 0.60 -0.59 -3.21
C 0.40 -0.10 -1.91
H 2.32 1.76 1.12
H 2.20 1.07 -0.55
H 1.12 2.42 -0.04
H -0.49 -0.96 1.06
H -0.91 -2.84 -0.44
H -0.57 -3.76 -2.76
H 0.57 -2.35 -4.47
H 0.96 0.08 -3.99
H 0.39 0.97 -1.71
C 1.44 0.11 4.80
C 1.44 -0.79 3.65
C 0.55 -1.86 3.43
C 0.72 -2.47 2.19
C 1.47 -1.61 1.23
B -2.02 1.51 -0.54
C 2.37 -2.34 0.21
C 2.15 -3.69 -0.09
C 2.66 -4.23 -1.27
C 3.40 -3.42 -2.11
C 3.80 -3.95 -3.47
F 4.65 -3.12 -4.14
F 4.40 -5.18 -3.38
F 2.69 -4.12 -4.28
C 3.76 -2.13 -1.75
C 3.26 -1.60 -0.56
O -3.09 1.22 0.18
C -3.66 2.55 0.43
C -4.81 2.68 -0.58
C -4.22 2.55 1.82
C -2.41 3.52 0.19
C -2.65 4.79 -0.58
C -1.60 3.78 1.46
O -1.53 2.72 -0.68
S 2.63 -0.73 2.45
H 0.67 -0.19 5.51
H 2.42 0.08 5.29
H 1.24 1.15 4.49
H -0.19 -2.14 4.17
H 0.12 -3.29 1.80
H 1.48 -4.30 0.52
H 2.42 -5.25 -1.57
H 4.37 -1.52 -2.40
H 3.51 -0.57 -0.30
H -5.37 3.61 -0.41
H -4.48 2.65 -1.62
H -5.50 1.85 -0.41
H -4.74 3.50 2.02
H -4.96 1.75 1.92
H -3.44 2.42 2.59
H -3.27 5.48 0.00
H -1.69 5.27 -0.77
H -3.14 4.59 -1.54
H -2.12 4.45 2.15
H -1.35 2.85 2.01
H -0.65 4.27 1.19
*
```

Output
- Kohn-Sham gap (eV) = 2.7
- ΔE to the lowest compared entry with this formula, charge and spin (kcal per mole) = 168.35
- E_HOMO (eV) = -4.633
- maximum force (eV Å⁻¹) = 6.2
- E_tot (Eh) = -1956.92570

2.
Entry from the Open Molecules 2025 dataset: a molecular structure, C26H30BrF4IN2OPRuS2 (ωB97M-V/def2-TZVPD).

Structure (ORCA input):
```
! wB97M-V def2-TZVPD RIJCOSX def2/J DEFGRID3
* xyz 2 2
Ru -1.10 -1.05 0.21
C 0.92 -1.45 2.84
C 1.90 -1.78 1.72
N 1.35 -1.46 0.40
C 1.76 -2.35 -0.68
C 1.20 -3.76 -0.54
S -0.51 -3.80 0.09
C -0.29 -4.22 1.85
C -0.90 -3.17 2.76
N -0.47 -1.79 2.49
H 1.23 -1.98 3.75
H 0.95 -0.38 3.05
H 2.82 -1.23 1.91
H 2.15 -2.84 1.74
H 1.64 -0.52 0.14
H 1.38 -1.92 -1.61
H 2.85 -2.41 -0.75
H 1.17 -4.23 -1.52
H 1.80 -4.40 0.11
H -0.80 -5.16 2.01
H 0.77 -4.37 2.04
H -1.98 -3.20 2.64
H -0.68 -3.44 3.80
H -1.08 -1.19 3.03
F -4.16 5.81 -0.07
C -3.25 4.86 -0.05
C -2.06 5.05 0.64
F -1.81 6.19 1.25
C -1.12 4.03 0.68
F 0.04 4.31 1.28
C -1.34 2.79 0.07
P -0.19 1.35 0.21
C 0.85 1.60 -1.26
C 0.74 0.72 -2.33
C 1.46 0.95 -3.50
C 2.29 2.06 -3.58
C 2.42 2.92 -2.50
C 1.69 2.71 -1.35
C 0.82 1.68 1.67
C 0.16 1.99 2.87
C 0.88 2.32 3.99
C 2.27 2.29 3.96
C 2.93 1.93 2.79
C 2.21 1.61 1.65
C -2.51 2.67 -0.68
Br -2.82 1.14 -1.74
C -3.45 3.68 -0.75
F -4.54 3.52 -1.48
H 0.09 -0.14 -2.26
H 1.36 0.28 -4.34
H 2.85 2.24 -4.49
H 3.08 3.78 -2.58
H 1.78 3.40 -0.52
H -0.93 2.01 2.90
H 0.37 2.61 4.90
H 2.84 2.55 4.84
H 4.01 1.91 2.77
H 2.74 1.36 0.74
C -1.50 -1.74 -4.52
S -2.43 -1.72 -2.98
C -3.15 -3.36 -3.10
O -1.33 -1.89 -1.92
H -0.72 -2.50 -4.44
H -1.06 -0.75 -4.68
H -2.18 -1.95 -5.34
H -3.81 -3.39 -3.96
H -3.73 -3.54 -2.19
H -2.36 -4.10 -3.20
I -3.55 -1.15 1.13
*
```

Output
- Kohn-Sham gap (spin up / spin down) (eV) = 6.8 / 6.6
- ΔE to the lowest compared entry with this formula, charge and spin (kcal per mole) = 18.00
- E_HOMO (spin up / spin down) (eV) = -14.069 / -14.041
- maximum force (eV Å⁻¹) = 3.0
- E_tot (Eh) = -5696.73549

3.
Entry from the Open Molecules 2025 dataset: 5 unconnected molecules or ions with the total composition C26H30BrN4O6 (ωB97M-V/def2-TZVPD).

Structure (ORCA input):
```
! wB97M-V def2-TZVPD RIJCOSX def2/J DEFGRID3
* xyz 1 1
Br -3.50 -1.52 -0.94
C 4.90 -3.54 0.22
N 3.69 -4.18 -0.31
C 3.34 -4.01 -1.58
C 2.15 -4.51 -2.02
C 1.22 -4.98 -1.09
C 1.63 -5.17 0.22
C 2.86 -4.73 0.58
C -0.24 -5.11 -1.45
C -1.08 -6.18 -1.04
C -2.40 -6.16 -1.37
N -2.98 -5.08 -1.89
C -2.21 -4.05 -2.26
C -0.85 -4.11 -2.14
C -4.45 -4.97 -1.86
H 5.36 -4.29 0.78
H 4.56 -2.64 0.80
H 5.42 -3.16 -0.66
H 4.03 -3.59 -2.24
H 1.86 -4.35 -3.05
H 0.90 -5.47 0.95
H 3.06 -4.83 1.67
H -0.54 -6.99 -0.60
H -2.93 -7.07 -1.28
H -2.70 -3.25 -2.72
H -0.30 -3.31 -2.62
H -4.70 -3.93 -2.02
H -4.90 -5.19 -0.93
H -4.94 -5.68 -2.56
C 0.58 8.38 -1.56
N 0.33 7.01 -1.03
C -0.60 6.87 -0.11
C -0.81 5.63 0.44
C -0.18 4.56 -0.08
C 0.77 4.66 -1.11
C 1.06 5.98 -1.50
C -0.49 3.27 0.55
C -1.15 2.20 -0.15
C -1.60 1.05 0.48
N -1.36 0.90 1.80
C -0.72 1.86 2.49
C -0.30 3.01 1.89
C -2.05 -0.24 2.50
H -0.40 8.81 -1.88
H 1.20 8.29 -2.44
H 1.03 8.98 -0.75
H -1.11 7.74 0.20
H -1.42 5.50 1.24
H 1.34 3.83 -1.47
H 1.74 6.19 -2.26
H -1.38 2.24 -1.24
H -2.28 0.32 0.01
H -0.51 1.79 3.59
H 0.23 3.82 2.49
H -1.83 -1.20 1.98
H -3.09 -0.06 2.37
H -1.85 -0.21 3.56
O 1.81 -2.08 1.60
C 0.74 -2.61 0.78
O 0.78 -2.36 -0.42
O -0.10 -3.37 1.39
H 1.66 -2.34 2.52
O 1.40 7.10 3.76
C 0.52 6.83 2.71
O 0.48 7.67 1.85
O -0.01 5.72 2.87
H 1.31 6.33 4.32
*
```

Output
- Kohn-Sham gap (eV) = 6.0
- E_HOMO (eV) = -9.761
- maximum force (eV Å⁻¹) = 4.0
- E_tot (Eh) = -4252.96245

4.
Entry from the Open Molecules 2025 dataset: a molecular structure, C26H30Cl2N5NdS (ωB97M-V/def2-TZVPD).

Structure (ORCA input):
```
! wB97M-V def2-TZVPD RIJCOSX def2/J DEFGRID3
* xyz 0 4
Nd -0.20 -0.03 -0.09
C -3.66 -2.38 2.13
C -2.47 -1.55 1.80
N -2.20 -1.22 0.58
N -3.00 -1.76 -0.38
C -2.91 -1.27 -1.59
N -3.53 -1.97 -2.56
S -2.13 0.20 -2.09
C -1.50 -1.11 2.81
C -1.39 -1.75 4.04
C -0.43 -1.35 4.94
C 0.41 -0.30 4.60
C 0.26 0.27 3.35
N -0.68 -0.09 2.48
H -4.53 -1.97 1.60
H -3.87 -2.40 3.19
H -3.53 -3.40 1.75
H -4.12 -2.74 -2.30
H -3.63 -1.54 -3.47
H -2.04 -2.58 4.28
H -0.32 -1.85 5.90
H 1.20 0.04 5.26
H 0.93 1.06 3.03
C 3.09 0.81 -1.68
C 1.79 1.58 -1.65
C 1.46 2.30 -0.49
C 2.45 2.33 0.65
C 0.26 3.05 -0.44
C -0.09 3.76 0.85
C -0.54 3.16 -1.60
C -1.84 3.93 -1.61
C -0.14 2.53 -2.78
C -0.91 2.77 -4.06
C 0.96 1.65 -2.78
C 1.26 0.79 -3.98
H 3.08 0.04 -0.90
H 3.92 1.48 -1.47
H 3.27 0.34 -2.64
H 2.76 1.31 0.91
H 2.06 2.80 1.54
H 3.34 2.89 0.34
H -0.23 3.05 1.67
H -1.00 4.35 0.77
H 0.71 4.45 1.13
H -1.70 4.92 -2.05
H -2.25 4.07 -0.61
H -2.58 3.39 -2.19
H -1.69 2.02 -4.18
H -0.25 2.72 -4.92
H -1.37 3.75 -4.05
H 2.14 1.15 -4.52
H 0.43 0.77 -4.67
H 1.46 -0.23 -3.67
Cl 3.20 -1.78 3.03
C 2.47 -2.80 1.82
C 2.64 -4.16 1.89
C 2.13 -5.00 0.90
C 1.45 -4.43 -0.16
C 1.27 -3.07 -0.21
Cl 0.40 -2.35 -1.57
C 1.77 -2.12 0.76
N 1.65 -0.82 0.65
H 3.19 -4.58 2.73
H 2.29 -6.07 0.96
H 1.05 -5.05 -0.96
*
```

Output
- Kohn-Sham gap (spin up / spin down) (eV) = 5.6 / 5.7
- E_HOMO (spin up / spin down) (eV) = -6.053 / -6.064
- maximum force (eV Å⁻¹) = 1.9
- E_tot (Eh) = -3162.57616

5.
Entry from the Open Molecules 2025 dataset: a molecular structure, C26H30ClCrN4O4 (ωB97M-V/def2-TZVPD).

Structure (ORCA input):
```
! wB97M-V def2-TZVPD RIJCOSX def2/J DEFGRID3
* xyz 1 5
Cr 1.36 0.78 -0.46
C -4.96 2.37 -3.12
C -3.70 1.81 -2.54
C -3.82 0.77 -1.60
C -2.69 0.02 -1.14
C -2.80 -1.10 -0.24
N -3.76 -1.27 0.70
C -4.14 -0.18 1.63
C -2.92 0.25 2.50
C -2.14 -0.93 3.11
N -0.85 -1.05 2.55
C -0.15 -2.18 2.74
C 1.10 -2.48 2.08
C 1.52 -3.82 2.11
C 2.76 -4.24 1.53
C 3.28 -5.60 1.77
C 3.48 -3.27 0.82
C 2.97 -2.01 0.51
C 3.59 -1.20 -0.50
N 3.13 -0.12 -1.09
C 4.11 0.75 -1.81
C 3.41 1.37 -3.04
C 2.46 2.53 -2.69
N 1.21 1.90 -2.20
C 0.02 2.20 -2.70
C -1.25 1.62 -2.37
C -2.41 2.24 -2.88
C -1.37 0.47 -1.53
O -0.29 -0.20 -1.13
C 1.79 -1.53 1.23
O 1.40 -0.33 1.24
H -5.79 1.74 -2.75
H -4.97 2.42 -4.27
H -5.19 3.40 -2.73
H -4.83 0.58 -1.22
H -2.08 -1.91 -0.40
H -4.09 -2.22 0.95
H -4.96 -0.62 2.26
H -4.53 0.72 1.14
H -3.24 0.90 3.30
H -2.26 0.87 1.85
H -2.72 -1.83 3.02
H -2.03 -0.74 4.19
H -0.38 -0.24 2.08
H -0.60 -2.95 3.40
H 0.90 -4.56 2.62
H 2.55 -6.37 1.39
H 3.42 -5.79 2.86
H 4.21 -5.70 1.28
H 4.50 -3.56 0.44
H 4.59 -1.53 -0.78
H 4.96 0.13 -2.16
H 4.49 1.45 -1.06
H 2.95 0.54 -3.60
H 4.19 1.76 -3.71
H 2.32 3.14 -3.56
H 2.87 3.16 -1.90
H -0.05 2.99 -3.47
H -2.34 3.04 -3.61
Cl -0.11 3.72 3.14
C 1.14 3.94 1.90
C 1.23 2.69 0.94
O 2.38 2.32 0.53
O 0.18 2.01 0.64
H 2.07 4.02 2.47
H 0.89 4.88 1.35
*
```

Output
- Kohn-Sham gap (spin up / spin down) (eV) = 4.5 / 6.4
- E_HOMO (spin up / spin down) (eV) = -8.287 / -10.194
- maximum force (eV Å⁻¹) = 3.4
- E_tot (Eh) = -3033.26350

6.
Entry from the Open Molecules 2025 dataset: a molecular structure, C26H30IN4O5Pt (ωB97M-V/def2-TZVPD).

Structure (ORCA input):
```
! wB97M-V def2-TZVPD RIJCOSX def2/J DEFGRID3
* xyz 3 5
Pt -0.83 1.37 -0.63
C -1.30 0.95 4.28
C 0.04 1.35 3.77
N 1.04 1.51 4.58
C 2.27 1.77 4.16
C 2.60 1.85 2.79
C 4.06 2.08 2.41
O 4.26 3.27 1.68
C 1.59 1.75 1.84
C 1.96 1.95 0.45
N 1.38 1.53 -0.62
C 2.05 1.63 -1.86
C 3.46 1.74 -1.91
C 4.15 1.87 -3.10
C 3.47 1.85 -4.30
C 2.09 1.69 -4.30
C 1.41 1.57 -3.10
I -0.71 1.30 -3.30
C 0.23 1.53 2.31
O -0.78 1.46 1.58
H -1.25 0.84 5.35
H -1.62 0.02 3.81
H -2.05 1.70 4.01
H 3.01 1.93 4.93
H 4.38 1.25 1.76
H 4.68 2.04 3.31
H 4.47 4.01 2.27
H 2.89 2.50 0.34
H 4.02 1.70 -0.99
H 5.22 1.97 -3.08
H 4.00 1.95 -5.24
H 1.55 1.66 -5.24
C -5.47 4.22 -0.48
O -4.83 2.93 -0.48
C -3.54 2.78 -0.52
O -3.06 1.65 -0.54
N -2.76 3.90 -0.53
N -1.37 3.79 -0.56
H -6.53 4.01 -0.46
H -5.23 4.77 -1.39
H -5.20 4.80 0.41
H -3.17 4.82 -0.49
H -0.97 4.20 0.28
H -1.00 4.27 -1.37
C -0.18 -7.52 -0.44
C -0.46 -6.08 -0.45
C 0.42 -5.16 0.16
C 0.18 -3.81 0.13
C 1.17 -2.91 0.82
C -1.01 -3.33 -0.55
C -1.33 -1.90 -0.68
O -0.60 -0.98 -0.34
C -1.94 -4.25 -1.14
C -3.20 -3.81 -1.82
C -1.65 -5.59 -1.07
H 0.67 -7.78 0.19
H 0.04 -7.85 -1.47
H -1.06 -8.09 -0.14
H 1.30 -5.53 0.67
H 1.88 -3.50 1.38
H 0.67 -2.22 1.49
H 1.71 -2.32 0.08
H -2.30 -1.67 -1.14
H -3.00 -3.10 -2.63
H -3.87 -3.32 -1.11
H -3.72 -4.66 -2.24
H -2.34 -6.30 -1.51
*
```

Output
- Kohn-Sham gap (spin up / spin down) (eV) = 6.5 / 4.3
- E_HOMO (spin up / spin down) (eV) = -15.730 / -16.461
- maximum force (eV Å⁻¹) = 1.1
- E_tot (Eh) = -2019.91584

7.
Entry from the Open Molecules 2025 dataset: C26H30N2O4 in the gas phase (ωB97M-V/def2-TZVPD).

Structure (ORCA input):
```
! wB97M-V def2-TZVPD RIJCOSX def2/J DEFGRID3
* xyz 0 1
C 2.37 6.54 2.35
C 2.69 5.23 1.66
O 1.56 4.38 1.79
C 1.58 3.15 1.22
C 2.67 2.61 0.53
C 2.57 1.33 0.00
C 1.41 0.59 0.14
C 0.33 1.13 0.83
C -0.94 0.31 1.01
C -1.35 -0.32 -0.29
C -1.30 -1.67 -0.16
O -1.57 -2.56 -1.11
C -1.93 -2.05 -2.32
C -2.22 -2.96 -3.33
C -2.59 -2.53 -4.59
C -2.91 -3.53 -5.66
C -2.67 -1.15 -4.86
C -3.07 -0.67 -6.22
C -2.38 -0.26 -3.86
C -2.00 -0.67 -2.58
C -1.70 0.33 -1.54
O -1.74 1.54 -1.71
C -0.92 -2.03 1.24
O -0.81 -3.13 1.73
N -0.74 -0.84 1.86
C -0.51 -0.74 3.28
C 0.91 -0.34 3.66
C 1.94 -1.33 3.12
N 3.24 -1.15 3.74
C 3.89 0.07 3.29
C 4.10 -2.30 3.52
C 0.42 2.40 1.36
H 3.21 7.22 2.27
H 2.15 6.36 3.40
H 1.50 7.00 1.88
H 3.57 4.75 2.13
H 2.91 5.40 0.60
H 3.58 3.16 0.41
H 3.41 0.92 -0.54
H 1.34 -0.40 -0.28
H -1.73 0.96 1.41
H -2.15 -4.01 -3.10
H -2.80 -4.55 -5.29
H -2.24 -3.40 -6.51
H -3.93 -3.40 -6.02
H -2.38 -1.03 -6.98
H -4.07 -1.03 -6.48
H -3.08 0.42 -6.25
H -2.43 0.81 -4.03
H -1.22 -0.02 3.70
H -0.73 -1.73 3.70
H 1.12 0.66 3.27
H 0.99 -0.31 4.74
H 2.00 -1.25 2.02
H 1.60 -2.34 3.37
H 4.86 0.16 3.78
H 3.29 0.93 3.55
H 4.06 0.08 2.20
H 4.31 -2.47 2.45
H 3.62 -3.18 3.92
H 5.04 -2.14 4.04
H -0.41 2.85 1.88
*
```

Output
- Kohn-Sham gap (eV) = 8.2
- ΔE to the lowest compared entry with this formula, charge and spin (kcal per mole) = 33.31
- E_HOMO (eV) = -8.288
- SMILES string = CCOc1cccc([C@H]2c3c(oc4cc(C)c(C)cc4c3=O)C(=O)N2CCCN(C)C)c1
- maximum force (eV Å⁻¹) = 1.3
- E_tot (Eh) = -1419.24754

- maximum force of number 2 (C26H30BrF4IN2OPRuS2)?
  3.0 eV Å⁻¹